[1]
47
Properties=species:S:1:pos:R:3:forces:R:3 method="wB97M-V/def2-TZVPD" gap_ev=9.64 homo_energy_ev=-9.287 charge=0 largest_force_ha_per_bohr=0.0260 smiles="CCCNOC(=O)N(COCCOCCOCC)P(O)(O)=S"
C 1.5407 2.1054 -5.8832 0.058 0.015 0.197
C 0.5692 1.3368 -4.9702 0.074 0.010 -0.095
C -0.8852 1.6109 -5.3373 0.045 -0.017 0.122
N -1.8915 0.7530 -4.7098 -0.059 0.020 -0.470
O -1.4930 0.5345 -3.3526 0.095 0.462 -0.081
C -2.5424 0.3085 -2.5451 -0.857 -0.677 0.143
O -3.5763 -0.1861 -2.8779 0.318 0.247 0.083
N -2.1987 0.5954 -1.1851 1.222 0.001 -0.537
C -1.6443 -0.5728 -0.4906 -0.789 0.205 0.503
O -2.5017 -0.9040 0.5687 -0.147 -0.158 -0.080
C -1.9593 -1.9187 1.3995 0.267 -0.007 0.122
C -1.2914 -1.2989 2.6248 0.096 0.104 -0.295
O -0.3119 -2.1973 3.0974 -0.332 -0.100 0.106
C -0.1389 -2.2809 4.4955 0.353 -0.153 0.008
C 1.1786 -1.6649 4.9500 -0.283 0.023 0.049
O 2.2127 -2.1058 4.1119 -0.052 0.007 -0.059
C 3.4794 -1.5667 4.4267 0.296 0.080 -0.139
C 3.6060 -0.0501 4.2097 -0.024 -0.058 0.135
P -1.3801 2.0712 -0.9680 -0.712 0.351 -0.245
O 0.1644 1.8367 -1.2861 0.148 -0.080 0.023
O -1.4486 2.1755 0.6220 0.150 0.181 0.044
S -2.1264 3.5775 -1.8975 0.187 -0.380 0.164
H 2.2619 1.4347 -6.3482 -0.029 0.012 -0.081
H 2.1144 2.8429 -5.3221 -0.047 0.035 -0.027
H 1.0125 2.6393 -6.6736 0.011 -0.014 -0.061
H 0.7588 0.2631 -5.0463 -0.034 -0.033 0.025
H 0.7323 1.6208 -3.9325 -0.007 -0.061 0.043
H -1.0117 1.4525 -6.4109 -0.146 0.029 -0.006
H -1.1447 2.6486 -5.1226 0.050 0.029 0.036
H -1.8893 -0.1572 -5.1609 0.108 -0.141 0.262
H -1.5790 -1.4124 -1.1884 0.126 0.004 -0.062
H -0.6513 -0.3499 -0.0763 0.078 -0.038 -0.109
H -2.7631 -2.5966 1.6837 -0.052 0.050 -0.026
H -1.1997 -2.5102 0.8762 -0.040 0.000 -0.065
H -2.0441 -1.0732 3.3839 0.033 0.019 0.093
H -0.8301 -0.3545 2.3104 -0.014 0.062 0.093
H -0.9573 -1.7881 5.0259 -0.045 0.003 0.052
H -0.1481 -3.3383 4.7721 0.012 -0.028 -0.112
H 1.3566 -1.9897 5.9846 0.034 0.093 0.082
H 1.0895 -0.5724 4.9509 0.107 0.047 -0.064
H 3.7642 -1.8273 5.4525 -0.117 -0.028 0.076
H 4.1797 -2.0792 3.7676 -0.087 -0.095 0.014
H 3.8299 0.4637 5.1442 -0.054 0.090 -0.035
H 4.4042 0.1759 3.5056 0.026 0.012 -0.014
H 2.6854 0.3680 3.8033 -0.004 -0.036 -0.031
H 0.4678 0.9248 -1.2042 0.051 0.026 -0.008
H -1.7998 3.0554 0.8224 -0.016 -0.112 0.223

---

[2]
59
Properties=species:S:1:pos:R:3:forces:R:3 method="wB97M-V/def2-TZVPD" gap_ev=9.22 homo_energy_ev=-9.197 charge=0 largest_force_ha_per_bohr=0.0388 smiles="C[N+](=O)[O-].C[N+](=O)[O-].O=S1(=O)OCCO1.O=S1(=O)OCCO1.O=S1(=O)OCCO1.CN(C)C=O"
C -16.8382 11.2545 -2.4758 0.025 -0.718 0.172
N -16.3245 10.8308 -3.8061 -0.718 0.650 0.292
O -15.1623 11.0068 -4.0485 0.846 -0.080 -0.131
O -17.1464 10.4445 -4.6074 -0.350 -0.459 -0.500
H -16.9981 12.3259 -2.5587 0.125 0.025 0.289
H -16.0902 10.9485 -1.7515 0.119 0.456 0.052
H -17.7628 10.7187 -2.2842 -0.122 0.148 -0.188
C -14.1240 10.3138 1.3950 0.587 -0.021 -0.809
N -14.6877 10.0255 2.7212 -0.321 -0.601 0.507
O -14.8025 10.9240 3.5283 0.117 0.117 -0.244
O -15.0110 8.8676 2.9273 0.064 0.264 -0.110
H -13.3006 9.6284 1.2040 0.050 -0.014 0.321
H -13.7758 11.3372 1.3355 -0.206 0.040 0.129
H -14.8539 10.0742 0.6261 -0.272 0.201 0.210
C -16.8707 13.5990 -5.9750 0.810 -0.638 -0.699
C -18.2926 13.1106 -6.1384 -0.525 -0.109 0.573
O -19.0651 13.7972 -5.1211 0.548 0.517 0.655
S -18.1121 14.6820 -4.1541 -0.193 -0.267 -0.641
O -18.3845 14.3955 -2.7803 0.373 -0.004 -0.951
O -18.1448 16.0272 -4.6429 0.341 -0.734 0.385
O -16.7116 13.9321 -4.5997 -1.310 0.796 0.641
H -16.6061 14.4316 -6.6279 -0.148 0.178 0.192
H -16.1890 12.7701 -6.1727 0.086 0.133 0.028
H -18.3735 12.0550 -5.8888 0.025 -0.032 -0.208
H -18.7262 13.3239 -7.1107 0.031 0.068 -0.011
C -13.1857 14.9654 0.5469 0.357 -0.045 0.416
C -12.2691 15.2114 -0.6516 0.937 0.750 -0.432
O -12.3323 14.0468 -1.4535 -1.084 -1.313 -1.036
S -13.7601 13.2870 -1.2126 0.541 1.508 -0.344
O -13.6666 11.8842 -1.4573 0.386 0.842 0.753
O -14.7997 14.0214 -1.8940 0.919 -0.510 1.084
O -13.6702 13.6327 0.3732 -1.103 -0.998 -0.762
H -14.0239 15.6484 0.6535 0.046 0.087 -0.179
H -12.5818 14.9472 1.4516 -0.279 0.017 0.137
H -11.2100 15.2992 -0.3987 -0.180 -0.111 0.369
H -12.4783 16.1126 -1.2342 -0.530 -0.219 0.016
C -20.2440 6.5444 -3.4414 -1.387 0.692 -0.289
C -19.1990 7.5980 -3.1100 0.482 -0.583 0.210
O -19.8998 8.8173 -2.8878 -1.022 0.045 -0.049
S -21.5018 8.5544 -2.6958 0.324 1.020 0.377
O -22.1651 9.0422 -3.8683 0.529 -1.079 0.324
O -21.9462 9.0682 -1.4420 0.442 -0.627 -0.392
O -21.3425 6.9608 -2.5830 -0.565 0.564 -0.007
H -20.0599 5.5056 -3.1909 0.417 0.123 0.057
H -20.6676 6.6303 -4.4475 0.598 -0.143 -0.154
H -18.4739 7.7617 -3.9044 0.019 -0.033 0.053
H -18.7206 7.3177 -2.1680 0.215 0.070 -0.144
C -11.5597 11.5985 -4.3808 0.266 -0.720 0.300
O -10.4913 11.0229 -4.2693 -0.060 0.134 -0.145
N -11.7687 12.7244 -5.0862 0.340 0.862 0.770
C -10.7058 13.2971 -5.8913 -0.580 -0.709 -1.384
C -13.0276 13.4337 -5.0345 0.142 0.906 -1.182
H -12.4696 11.1740 -3.9309 -0.129 0.288 0.090
H -11.0733 13.2363 -6.9263 0.057 0.379 -0.055
H -9.8350 12.6503 -5.9159 0.083 0.062 0.605
H -10.4510 14.3370 -5.7055 -0.066 0.000 0.505
H -12.9470 14.5113 -4.8406 0.664 -0.137 0.590
H -13.3937 13.4973 -6.0691 -0.665 -0.593 0.183
H -13.7278 13.0482 -4.3040 -0.098 -0.447 -0.244

---

[3]
43
Properties=species:S:1:pos:R:3:forces:R:3 method="wB97M-V/def2-TZVPD" gap_ev="9.92 / 8.44" homo_energy_ev="-16.745 / -16.601" charge=+2 largest_force_ha_per_bohr=0.0124 multiplicity=2
Ru 0.3235 -0.2859 -0.8877 -0.067 0.355 0.191
C -1.4598 -2.1160 1.5905 0.020 0.011 -0.026
C -0.3083 -1.2010 2.0445 -0.051 -0.038 -0.011
N 0.7672 -1.1001 1.0309 -0.057 -0.182 -0.171
C 1.9926 -0.4300 1.5573 0.020 0.019 0.030
C 2.8802 -0.0418 0.3936 0.024 -0.022 0.044
N 2.1069 0.8367 -0.5261 -0.050 -0.148 -0.177
C 1.9526 2.2331 0.0064 -0.013 -0.016 0.027
C 0.5739 2.5657 0.5683 0.033 -0.050 0.015
C -0.5072 2.6298 -0.4945 -0.016 0.013 -0.024
N -1.0473 1.2807 -0.8298 0.092 0.061 0.127
C -2.2477 0.8524 -0.0782 -0.045 0.001 -0.023
C -2.6893 -0.4666 -0.6844 -0.035 -0.012 0.035
N -1.5155 -1.3776 -0.8478 0.048 0.117 -0.191
C -1.5036 -2.5120 0.1161 0.037 0.018 0.079
H -2.4062 -1.6621 1.8873 0.002 0.007 -0.003
H -1.4094 -3.0556 2.1417 -0.010 0.001 0.003
H 0.1181 -1.5688 2.9797 -0.004 -0.007 0.000
H -0.6513 -0.1850 2.2380 0.004 -0.003 0.010
H 1.0482 -2.0568 0.8054 -0.007 0.002 -0.020
H 2.5181 -1.0919 2.2469 -0.004 -0.005 0.000
H 1.6819 0.4478 2.1231 0.008 -0.006 0.006
H 3.1941 -0.9261 -0.1669 -0.013 -0.006 0.007
H 3.7813 0.4597 0.7508 0.003 0.002 -0.016
H 2.6082 0.8997 -1.4085 0.076 0.048 0.047
H 2.1835 2.9218 -0.8061 -0.018 0.002 -0.002
H 2.7096 2.3856 0.7768 0.016 0.003 -0.018
H 0.6462 3.5386 1.0566 0.024 0.009 -0.029
H 0.2826 1.8609 1.3535 -0.014 0.047 0.029
H -0.0920 3.0378 -1.4167 -0.046 0.048 0.000
H -1.3352 3.2729 -0.1935 -0.010 -0.039 0.046
H -1.3178 1.3205 -1.8139 0.077 -0.023 -0.021
H -3.0384 1.6008 -0.1615 -0.007 -0.006 0.006
H -1.9849 0.7575 0.9742 -0.002 0.005 -0.006
H -3.1267 -0.2949 -1.6689 0.025 0.027 -0.005
H -3.4571 -0.9356 -0.0697 -0.017 -0.019 -0.037
H -1.5791 -1.8043 -1.7689 -0.069 -0.045 0.025
H -0.6567 -3.1437 -0.1584 0.005 0.011 0.001
H -2.4016 -3.1123 -0.0447 0.005 -0.005 0.010
O 0.5248 0.2860 -2.8826 -0.228 -0.567 -0.185
C 0.8546 -0.8966 -3.2112 -0.047 0.072 0.212
O 0.8357 -1.7774 -2.2896 0.338 0.336 0.016
H 1.1512 -1.1458 -4.2319 -0.026 -0.015 -0.001

---

[4]
41
Properties=species:S:1:pos:R:3:forces:R:3 method="wB97M-V/def2-TZVPD" gap_ev=3.88 homo_energy_ev=-17.357 charge=+3 largest_force_ha_per_bohr=0.0310
C 1.4493 -0.9740 1.9172 0.553 -0.106 0.001
C 2.5021 -0.0524 1.2868 -0.210 -0.176 -0.140
C 2.4474 0.0180 -0.2437 -0.294 0.179 0.071
C 1.5424 1.1182 -0.8478 -0.249 -0.268 0.321
C 1.7538 2.5006 -0.2172 -0.009 -0.148 0.213
Al -0.3622 0.6066 -0.8967 0.521 1.355 -0.655
C -1.6199 1.8775 0.1193 0.032 -0.571 -0.221
C -1.5716 3.3557 -0.3073 -0.210 1.194 0.311
F -1.4056 1.8843 1.4936 0.022 -0.022 0.391
P -0.5204 -1.6533 0.0492 -0.340 0.196 -1.165
C -2.1911 -2.1482 0.3322 -0.086 -0.212 1.016
C -2.8535 -1.5346 1.5926 -0.215 0.026 -0.175
C 0.3097 -2.9961 -0.7454 0.501 -0.387 0.318
C 0.2067 -2.7026 -2.2745 0.140 0.206 0.304
H 1.5863 -2.0030 1.5793 -0.001 -0.139 -0.019
H 0.4166 -0.6073 1.7457 -0.372 0.124 0.070
H 1.5429 -1.0098 3.0005 -0.227 -0.048 0.178
H 3.4680 -0.4558 1.5794 0.105 -0.090 0.103
H 2.4357 0.9252 1.7539 -0.006 0.182 -0.015
H 2.0731 -0.9546 -0.5724 0.212 -0.155 -0.285
H 3.4449 0.0972 -0.6676 0.212 0.093 0.128
H 1.8093 1.2030 -1.9017 0.069 -0.095 -0.152
H 1.1443 2.6491 0.6762 -0.040 0.042 0.163
H 1.5131 3.2934 -0.9307 0.017 0.118 -0.113
H 2.7830 2.6498 0.1034 0.187 0.138 -0.119
H -1.0307 0.4280 -2.3394 -0.183 -0.383 0.254
H -2.6450 1.5462 -0.0459 -0.202 0.020 0.051
H -1.2127 3.4706 -1.3376 0.076 0.037 -0.523
H -0.8502 3.8083 0.4066 0.278 0.118 0.000
H -2.5628 3.8289 -0.1591 -0.324 -0.195 -0.018
H -2.2905 -3.2273 0.2831 -0.098 -0.145 0.003
H -2.6568 -1.7218 -0.5722 0.085 0.067 -0.205
H -3.8086 -1.0916 1.3399 -0.148 0.022 -0.061
H -3.0461 -2.3227 2.3091 0.098 -0.077 0.177
H -2.2499 -0.7656 2.0656 0.102 0.087 0.084
H 1.3536 -3.0259 -0.4449 0.156 -0.059 -0.122
H -0.1477 -3.9485 -0.4948 -0.127 -0.073 0.128
H 0.5756 -3.6082 -2.7458 -0.095 -0.130 -0.187
H -0.8056 -2.4912 -2.5967 -0.164 -0.100 -0.176
H 0.8578 -1.8830 -2.5588 0.049 0.146 -0.060
Zr -1.3847 5.9170 -0.7335 0.183 -0.770 0.125

---

[5]
44
Properties=species:S:1:pos:R:3:forces:R:3 method="wB97M-V/def2-TZVPD" gap_ev="7.89 / 5.28" homo_energy_ev="-10.662 / -10.651" charge=+1 largest_force_ha_per_bohr=0.0391 multiplicity=2
Ba -0.4851 0.9439 0.6352 0.385 -1.574 0.799
P -0.6674 -1.3530 2.7349 0.051 -1.258 0.541
P -2.6605 2.6833 -0.7831 -0.701 -0.067 0.639
N 1.3493 -1.1806 -0.0436 -0.311 1.691 -0.362
N 0.4661 0.7428 -1.7140 -0.389 -0.024 -0.904
H 2.7249 -1.8089 -1.5908 -0.253 0.432 -0.027
H 2.2282 0.3996 -2.9451 -0.545 -0.047 0.262
H 3.0304 -0.2071 -0.8819 -0.172 -0.251 0.248
C 2.2367 -0.8839 -1.2250 0.011 -0.820 1.454
H 1.0367 -0.9152 -3.0073 -0.315 0.719 0.368
C 1.4800 -0.1499 -2.3347 -0.311 0.078 -0.203
H 1.9916 -3.0748 0.4210 -0.287 0.233 -0.160
H 0.0774 1.8758 -3.4076 -0.233 -0.247 0.528
C 1.2981 -2.2310 0.6370 0.878 -1.282 -0.075
C -0.2352 1.6415 -2.3618 1.431 -0.451 -1.342
H 1.0864 -2.9577 2.6170 -0.094 -0.335 -0.454
C 0.4145 -2.5982 1.8254 0.155 0.521 0.030
H -0.2619 -3.4114 1.5187 0.488 0.185 0.048
H -2.8052 1.3203 -0.3483 -0.106 0.326 -0.182
H -1.8741 3.0842 0.3803 -0.532 0.090 -0.553
H -1.7285 -2.2818 2.9590 0.129 0.611 -0.145
H -0.0951 -1.6067 4.0307 -0.176 0.266 -0.422
O -1.7634 -1.0579 -0.1283 0.666 1.106 0.804
C -1.6466 -1.8298 -1.2763 0.199 0.483 0.190
C -2.0450 -3.2738 -0.9993 -0.175 0.054 -0.253
C -2.4896 -1.1797 -2.3719 -0.123 -0.483 -0.033
H -0.5820 -1.8387 -1.6085 -0.279 -0.099 -0.120
H -1.2867 -3.7617 -0.3759 -0.222 0.028 -0.056
H -3.0137 -3.2761 -0.4781 0.265 -0.110 -0.140
H -2.1291 -3.8317 -1.9397 -0.023 -0.075 0.206
H -2.1355 -0.1619 -2.5802 -0.137 -0.210 0.048
H -2.4490 -1.7629 -3.2982 -0.122 0.141 -0.013
H -3.5263 -1.1389 -2.0056 0.205 0.070 -0.244
C -1.3152 2.4785 -1.9577 0.709 0.617 -0.854
H -1.4137 3.2881 -2.6969 0.023 -0.357 0.285
C 2.1903 3.8654 3.3430 0.152 -0.313 -0.182
C 1.5184 2.7122 2.6386 -0.550 -0.426 -0.196
O 1.9601 2.4048 1.2925 0.191 0.793 0.237
H 3.2370 3.6501 3.5280 0.150 -0.069 0.156
H 1.6686 4.0031 4.2906 0.169 0.154 0.012
H 2.1480 4.7884 2.7705 -0.217 0.120 -0.078
H 1.6308 1.7790 3.2037 0.121 0.181 -0.008
H 0.4328 2.9171 2.6016 0.129 0.086 0.003
H 2.4028 3.1950 0.9318 -0.236 -0.490 0.148